A structure of composition C37H34BCrN6P2S2 in a non-equilibrium geometry, computed with wB97M-V/def2-TZVPD.

```
83
Properties=species:S:1:pos:R:3:mulliken_charge:R:1
Cr -0.093 -0.568 1.062 -0.8570
B 0.745 1.386 4.021 0.5387
N 1.692 0.311 3.460 -0.8952
C 2.765 -0.127 4.123 -0.3199
C 3.379 -1.115 3.372 -1.5589
C 2.583 -1.223 2.245 -0.8329
N 1.579 -0.337 2.296 1.7490
N -0.699 1.148 3.509 -0.2734
C -1.723 1.821 4.034 -0.2756
C -2.895 1.391 3.440 -1.3912
C -2.481 0.417 2.545 -0.5585
N -1.150 0.287 2.591 0.9442
H 0.737 1.273 5.208 -0.1654
H 1.121 2.472 3.685 -0.1869
H 3.024 0.274 5.083 0.4611
H 4.255 -1.684 3.614 0.4772
H 2.668 -1.936 1.450 0.9663
H -1.557 2.543 4.805 0.5044
H -3.890 1.738 3.630 0.4822
H -3.084 -0.204 1.905 0.7592
S -0.053 -2.845 1.902 -0.5344
C -1.404 -3.154 0.884 0.8244
S -1.928 -1.737 0.044 -0.4004
C -1.992 -4.384 0.682 0.9372
C -3.007 -4.528 -0.275 -0.0746
N -3.811 -4.647 -1.088 -0.6030
C -1.575 -5.541 1.358 -0.1965
N -1.235 -6.502 1.887 -0.5469
C 0.737 1.566 -2.386 -1.5433
C 1.783 0.791 -1.587 -1.4227
P 1.353 -0.900 -0.925 2.2597
C 0.781 -1.884 -2.360 0.2374
C 0.169 -3.101 -2.065 -0.4375
C -0.326 -3.911 -3.070 -0.9746
C -0.188 -3.517 -4.391 -0.7455
C 0.454 -2.328 -4.696 -0.7708
C 0.937 -1.508 -3.691 -0.3260
C 3.094 -1.485 -0.852 -0.1107
C 3.461 -2.749 -1.297 -0.2991
C 4.782 -3.159 -1.219 -0.7695
C 5.746 -2.319 -0.693 -0.6249
C 5.384 -1.063 -0.232 -0.8132
C 4.070 -0.649 -0.306 0.0721
C -0.693 1.181 -2.051 -0.9567
P -1.115 1.297 -0.255 2.1154
C -0.660 3.024 0.115 -0.0207
C 0.325 3.210 1.077 0.3585
C 0.709 4.485 1.451 -0.9876
C 0.129 5.584 0.839 -0.7309
C -0.838 5.402 -0.139 -0.7951
C -1.238 4.129 -0.502 -0.5333
C -2.927 1.404 -0.518 0.7698
C -3.527 0.545 -1.440 -0.7388
C -4.871 0.663 -1.739 -0.8407
C -5.635 1.642 -1.128 -0.7227
C -5.055 2.475 -0.184 -0.9044
C -3.713 2.352 0.132 -0.3080
H 0.877 1.408 -3.458 0.6229
H 0.880 2.634 -2.197 0.3752
H 2.017 1.362 -0.679 0.3261
H 2.708 0.699 -2.166 0.8768
H 0.098 -3.416 -1.032 0.8649
H -0.819 -4.840 -2.829 0.4907
H -0.570 -4.149 -5.178 0.3984
H 0.567 -2.022 -5.726 0.4352
H 1.448 -0.594 -3.954 0.3960
H 2.716 -3.417 -1.706 0.4192
H 5.055 -4.142 -1.570 0.4423
H 6.774 -2.642 -0.632 0.3966
H 6.128 -0.407 0.193 0.4607
H 3.798 0.320 0.087 0.2286
H -0.875 0.142 -2.348 0.1926
H -1.390 1.823 -2.601 0.8415
H 0.772 2.339 1.544 -0.1158
H 1.454 4.619 2.220 0.4742
H 0.428 6.580 1.130 0.4123
H -1.297 6.257 -0.613 0.4362
H -1.999 3.994 -1.258 0.5324
H -2.954 -0.231 -1.922 0.0841
H -5.314 -0.009 -2.459 0.4844
H -6.679 1.750 -1.383 0.4022
H -5.652 3.233 0.302 0.4523
H -3.272 3.002 0.877 0.6605
```

Output
Total energy, hartree: -4307.3252
LUMO (spin up / spin down), eV: -1.480 / -0.931
Max |F|, eV/A: 2.1
Expectation value of S²: 0.7664
Frontier orbital gap (spin up / spin down), hartree: 0.2438 / 0.2644
Net charge: 0
Spin multiplicity: 2